45
Properties=species:S:1:pos:R:3 method="wB97M-V/def2-TZVPD" gap_ev=9.75 lumo_energy_ev=0.74 max_force_ha_per_bohr=0.02702 spin_multiplicity=1
C -0.09144 0.85291 -4.41753
H 0.11695 -0.13393 -4.82442
H -0.60575 1.43758 -5.17563
H 0.85031 1.33945 -4.17543
C -0.96636 0.74042 -3.16835
N -0.26533 0.00415 -2.13803
C -0.10217 0.41852 -0.88268
O -0.47572 1.48054 -0.40956
C 0.65616 -0.61978 -0.04184
O 1.03082 -1.67458 -0.51315
N 0.81110 -0.16814 1.21663
N 1.44994 -0.85623 2.18727
C 1.54222 -0.41883 3.37509
C 2.30589 -1.28363 4.33660
H 1.59967 -1.97936 4.80086
H 3.02026 -1.88084 3.76918
C 3.01070 -0.49498 5.43902
C 4.02689 0.51884 4.91211
C 3.50935 1.39787 3.77080
C 2.10116 1.95415 3.99270
C 0.99425 0.87593 3.91557
H 0.58470 0.67939 4.90705
H 0.16793 1.23877 3.30037
H 1.91477 2.70612 3.22320
H 2.05991 2.45961 4.95895
H 4.19822 2.23709 3.64710
H 3.52514 0.83031 2.83857
H 4.33485 1.15461 5.74598
H 4.91504 -0.00886 4.55804
H 2.27189 0.02042 6.05391
H 3.52906 -1.20108 6.09148
H 0.40801 0.75872 1.38594
H 0.10283 -0.91733 -2.34492
C -2.29028 0.08505 -3.49571
C -2.35381 -1.26565 -3.81580
C -3.56562 -1.85679 -4.12502
C -4.72772 -1.10426 -4.12247
C -4.67244 0.24184 -3.80562
C -3.46035 0.83156 -3.49162
H -3.42150 1.88104 -3.23791
H -5.57555 0.83419 -3.79907
H -5.67317 -1.56641 -4.36481
H -3.60254 -2.90830 -4.36905
H -1.45492 -1.86512 -3.82185
H -1.14853 1.73669 -2.75032